DFT (ωB97M-V with the def2-TZVPD basis set) results for a structure of composition C79H80InN6P2S.

Summary:
Orbital gap ... 0.2531 Eh
Charge ... +1
Energy ... -126747.1755 eV

Geometry as XYZ:
```
169
Properties=species:S:1:pos:R:3:lowdin_charge:R:1
In 0.11956 -0.05399 -0.62342 0.853
C 3.57352 -1.99865 2.24690 -0.028
C 4.38720 -2.84619 1.51475 -0.037
C 4.17911 -2.97018 0.14888 -0.005
C 3.18084 -2.20939 -0.45050 -0.231
N 2.37829 -1.42076 0.26473 0.075
C 2.55972 -1.33566 1.57304 -0.150
C 2.96870 -2.20747 -1.91875 -0.207
C 4.01989 -2.44274 -2.80190 0.001
C 3.75338 -2.43138 -4.15958 -0.040
C 2.46075 -2.19272 -4.59196 -0.019
C 1.46899 -1.95254 -3.64248 -0.211
N 1.73386 -1.94804 -2.33770 0.151
C 0.05178 -1.71171 -4.02036 -0.211
C -0.43922 -1.98076 -5.29501 0.001
C -1.79001 -1.80896 -5.55098 -0.042
C -2.61817 -1.38132 -4.52708 -0.043
C -2.04449 -1.12111 -3.29191 -0.155
N -0.74989 -1.27302 -3.04812 0.048
H 3.71438 -1.85180 3.30874 0.114
H 5.17898 -3.40496 1.99621 0.115
H 4.78164 -3.65203 -0.43525 0.114
H 1.86873 -0.68795 2.09434 0.070
H 5.02870 -2.60097 -2.44749 0.115
H 4.54340 -2.61208 -4.87622 0.119
H 2.24645 -2.17402 -5.65014 0.111
H 0.21216 -2.33742 -6.07918 0.107
H -2.18840 -2.02560 -6.53300 0.115
H -3.68071 -1.25339 -4.68034 0.112
H -2.63895 -0.79336 -2.44396 0.079
C -6.75726 -2.19336 5.04630 -0.408
S -6.46436 -0.47496 5.54102 0.799
C -4.71105 -0.32166 5.09689 -0.505
C -4.47920 -0.43914 3.59717 -0.250
C -3.05247 -0.00940 3.24077 -0.241
N -2.69497 0.02685 1.81385 -0.453
P -2.64880 -1.29132 0.68178 0.920
C -3.99064 -2.47403 1.15800 -0.354
C -5.14331 -2.47578 0.37719 -0.102
C -6.15784 -3.39502 0.60639 -0.075
C -6.02226 -4.33735 1.61271 -0.080
C -4.87486 -4.34949 2.39514 -0.077
C -3.86454 -3.42982 2.16805 -0.100
C -1.23994 -2.38468 1.15627 -0.435
C -0.84382 -3.22904 0.11485 -0.142
C 0.15311 -4.17207 0.29926 -0.069
C 0.78466 -4.27794 1.53080 -0.077
C 0.40974 -3.43760 2.56805 -0.084
C -0.59585 -2.49771 2.38379 -0.126
P -2.99732 1.44222 0.84257 0.976
C -4.79694 1.77731 1.08010 -0.369
C -5.66380 1.26405 0.11833 -0.123
C -7.02858 1.50049 0.19244 -0.076
C -7.54327 2.25897 1.23253 -0.072
C -6.68978 2.75903 2.20706 -0.066
C -5.32601 2.52660 2.13039 -0.099
C -2.37966 2.94345 1.72428 -0.351
C -1.65383 3.10140 2.89794 -0.108
C -1.22263 4.36236 3.29873 -0.081
C -1.47471 5.48080 2.52366 -0.072
C -2.19619 5.33820 1.34508 -0.068
C -2.65676 4.09020 0.97111 -0.124
H -7.74242 -2.45860 5.42229 0.030
H -6.00755 -2.84061 5.49999 0.038
H -6.74087 -2.29425 3.96275 0.019
H -4.14505 -1.07608 5.64912 0.081
H -4.41559 0.66303 5.46669 0.073
H -5.19717 0.18885 3.07486 0.090
H -4.65326 -1.46302 3.28636 0.070
H -2.34953 -0.65569 3.77368 0.085
H -2.91156 1.00555 3.61784 0.090
H -5.23898 -1.75263 -0.42393 0.084
H -7.04903 -3.37981 -0.00776 0.106
H -6.80392 -5.06518 1.78673 0.108
H -4.76199 -5.08242 3.18413 0.109
H -2.97308 -3.45542 2.77870 0.102
H -1.35253 -3.15132 -0.84164 0.095
H 0.42982 -4.83248 -0.51286 0.111
H 1.55412 -5.02298 1.68742 0.110
H 0.89332 -3.52859 3.53334 0.117
H -0.88759 -1.86989 3.21486 0.061
H -5.25207 0.68341 -0.70058 0.081
H -7.68711 1.10018 -0.56818 0.105
H -8.60419 2.46402 1.28526 0.107
H -7.08913 3.33525 3.03181 0.109
H -4.67234 2.93062 2.89419 0.110
H -1.44674 2.25550 3.53633 0.041
H -0.69906 4.47452 4.23889 0.101
H -1.14751 6.45940 2.85061 0.109
H -2.41089 6.20356 0.73006 0.110
H -3.28186 3.98675 0.09412 0.088
C 0.38974 2.13611 4.60672 -0.067
C 0.80178 1.08089 3.57248 -0.335
C 0.50435 -0.31091 4.14258 -0.051
C 2.25964 1.27031 3.20108 -0.174
C 3.22537 1.01335 4.16765 -0.043
C 4.56958 1.20175 3.91362 -0.059
C 4.95508 1.65165 2.66407 -0.031
C 4.02778 1.94092 1.67090 -0.136
C 4.55995 2.42640 0.33562 -0.356
C 5.47360 1.36862 -0.29446 -0.042
C 5.30197 3.76028 0.48770 -0.034
C 2.65470 1.75175 1.94594 -0.183
N 1.71947 1.96446 0.90108 0.153
C 1.46281 3.13484 0.47649 -0.141
C 0.83799 3.43250 -0.87935 -0.137
N 0.52173 2.52769 -1.71190 0.104
C 0.27227 2.76794 -3.08689 -0.168
C 1.35503 2.59763 -3.97337 -0.136
C 1.15196 2.78294 -5.33382 -0.033
C -0.09576 3.10626 -5.83530 -0.060
C -1.15802 3.23707 -4.96241 -0.036
C -1.00360 3.06780 -3.59099 -0.152
C -2.21214 3.25765 -2.70000 -0.366
C -2.64563 4.72980 -2.67582 -0.051
C -3.40016 2.40032 -3.14700 -0.048
C 2.74795 2.26796 -3.47133 -0.361
C 3.43949 1.22192 -4.34793 -0.054
C 3.59745 3.54116 -3.38633 -0.036
C 0.93427 4.89326 -1.06831 -0.080
C 0.62184 5.73663 -2.10610 0.002
C 0.91799 7.11025 -1.96663 -0.041
C 1.51794 7.62919 -0.84611 0.001
C 1.86440 6.78274 0.23500 -0.143
C 2.51882 7.14175 1.43732 0.000
C 2.80986 6.18588 2.37953 -0.048
C 2.50692 4.81956 2.19636 -0.001
C 1.87958 4.43649 1.03621 -0.086
C 1.54784 5.42810 0.08632 -0.077
H -0.66368 2.02899 4.87594 0.078
H 0.55122 3.14343 4.22463 0.056
H 0.97591 2.02281 5.51969 0.095
H 0.21152 1.21653 2.66363 0.109
H 1.03234 -0.47668 5.08197 0.094
H 0.78735 -1.10191 3.44795 0.030
H -0.56463 -0.39882 4.34852 0.062
H 2.91231 0.66531 5.14385 0.115
H 5.30656 1.00373 4.68082 0.109
H 6.00820 1.79440 2.45575 0.114
H 3.72858 2.58332 -0.34746 0.107
H 6.39855 1.25432 0.27242 0.081
H 5.73930 1.66613 -1.31037 0.072
H 4.96746 0.40347 -0.33921 0.073
H 6.06344 3.69800 1.26574 0.081
H 4.61339 4.56510 0.75048 0.063
H 5.79671 4.02519 -0.44685 0.082
H 1.98763 2.67383 -6.01322 0.113
H -0.23682 3.26270 -6.89668 0.107
H -2.13694 3.48739 -5.35274 0.115
H -1.93340 2.94478 -1.69216 0.090
H -2.78932 5.10077 -3.69208 0.085
H -1.90456 5.35765 -2.18120 0.057
H -3.59573 4.84015 -2.14932 0.080
H -3.88148 2.82221 -4.03112 0.083
H -4.14301 2.36478 -2.34803 0.066
H -3.08311 1.38629 -3.37756 0.057
H 2.64622 1.83926 -2.47297 0.114
H 3.76515 1.63975 -5.30152 0.082
H 2.76929 0.38605 -4.54188 0.063
H 4.32318 0.83495 -3.83878 0.079
H 3.57473 4.07258 -4.33927 0.089
H 4.63522 3.29364 -3.15834 0.075
H 3.22512 4.21744 -2.61554 0.070
H 0.17992 5.37472 -3.02310 0.110
H 0.66862 7.77072 -2.78705 0.112
H 1.74951 8.68587 -0.79418 0.120
H 2.81137 8.17119 1.60392 0.120
H 3.31180 6.48133 3.29178 0.112
H 2.79330 4.10719 2.95641 0.117
```